[1]
Here is 2 unconnected molecules or ions with the total composition C7H19NO at a distorted geometry from the OMol25 dataset. Energies are from ωB97M-V with the def2-TZVPD basis set.

relative energy (zero: lowest compared OMol25 entry of this formula, charge and spin): 2.508 eV
orbital gap: 9.672 eV
LUMO level: 0.98 eV
E_HOMO: -8.7 eV
SMILES: CCCNCC(C)C.O

Each line ends with the Mulliken charge.
Cartesian coordinates (Å):
C1 -2.478 -1.629 -0.088  -1.29
C2 -2.021 -0.487 0.961  -0.21
C3 -1.573 0.757 0.133  -0.75
N1 -0.124 0.894 0.168  -0.25
C4 0.681 -0.036 -0.642  -0.74
C5 1.886 -0.719 0.002  0.66
C6 1.489 -2.006 0.713  -1.27
C7 2.981 -1.036 -1.133  -1.51
H1 -2.064 -2.551 0.273  0.28
H2 -2.090 -1.480 -1.078  0.35
H3 -3.512 -1.656 -0.121  0.40
H4 -2.850 -0.204 1.577  0.46
H5 -1.130 -0.854 1.638  0.11
H6 -1.908 0.727 -0.944  0.40
H7 -2.301 1.578 0.582  0.37
H8 0.162 0.869 1.155  0.22
H9 0.917 0.674 -1.449  0.29
H10 0.055 -0.844 -1.160  0.09
H11 2.359 -0.005 0.850  0.24
H12 2.234 -2.713 0.735  0.45
H13 0.609 -2.516 0.480  0.30
H14 1.442 -1.671 1.844  0.25
H15 3.959 -1.425 -0.951  0.40
H16 2.482 -1.715 -1.774  0.38
H17 3.097 -0.083 -1.695  0.35
O1 -0.683 3.951 -0.025  -0.69
H18 -0.178 3.932 -0.796  0.29
H19 -0.736 3.007 0.181  0.42

[2]
Here is 6 unconnected molecules or ions with the total composition C7H19NO5 from the OMol25 dataset. Energies are from ωB97M-V with the def2-TZVPD basis set.

relative energy (zero: lowest compared OMol25 entry of this formula, charge and spin): 0.079 eV
orbital gap: 8.370 eV
LUMO level: 0.18 eV
E_HOMO: -8.2 eV
SMILES: C=Cc1cc(C)c[nH]1.O.O.O.O.O

Each line ends with the Mulliken charge.
Cartesian coordinates (Å):
C1 2.342 0.679 -2.028  -0.87
C2 2.088 -0.280 -1.139  -0.67
C3 0.880 -0.390 -0.340  0.56
C4 0.632 -1.260 0.707  -0.60
C5 -0.680 -1.011 1.186  1.52
C6 -1.380 -1.713 2.311  -1.37
C7 -1.188 0.013 0.423  -1.51
N1 -0.245 0.375 -0.503  0.22
H1 3.262 0.690 -2.598  0.29
H2 1.654 1.483 -2.269  0.19
H3 2.840 -1.040 -0.984  0.33
H4 1.317 -2.023 1.047  0.43
H5 -0.773 -2.531 2.689  0.36
H6 -1.558 -1.039 3.151  0.28
H7 -2.334 -2.128 1.990  0.32
H8 -2.127 0.527 0.515  0.38
H9 -0.322 1.165 -1.137  0.19
O1 0.744 2.463 1.431  -0.71
H10 0.809 1.539 1.136  0.40
H11 1.578 2.712 1.838  0.24
O2 -1.413 -2.790 -1.466  -0.74
H12 -1.380 -1.842 -1.273  0.35
H13 -1.068 -3.205 -0.669  0.35
O3 0.025 3.091 -1.218  -0.66
H14 0.267 3.100 -0.272  0.39
H15 -0.589 3.816 -1.376  0.29
O4 -2.159 2.430 2.342  -0.62
H16 -2.119 2.324 3.298  0.30
H17 -1.239 2.570 2.078  0.33
O5 0.915 -2.842 -3.166  -0.68
H18 0.073 -2.960 -2.691  0.41
H19 1.149 -1.921 -3.013  0.31

[3]
Here is a molecular structure, C7H20ClFeScSi at a distorted geometry from the OMol25 dataset. Energies are from ωB97M-V with the def2-TZVPD basis set.

relative energy (zero: lowest compared OMol25 entry of this formula, charge and spin): 0.000 eV
orbital gap (alpha / beta): 6.404 / 6.364 eV
LUMO level (alpha / beta): 3.05 / 3.03 eV
multiplicity: 6
E_HOMO (alpha / beta): -3.4 / -3.3 eV
total charge: -1
<S²>: 8.772

Each line ends with the Mulliken spin population.
Cartesian coordinates (Å):
Sc1 0.000 0.000 0.000  0.06
Cl1 -0.566 -1.847 -0.500  0.14
C1 0.799 -0.335 1.777  0.02
H1 0.734 0.567 2.425  0.00
H2 1.872 -0.608 1.708  0.00
H3 0.282 -1.157 2.316  0.00
Fe1 0.664 -1.562 -2.156  4.13
C2 -0.453 -1.285 -3.881  0.13
C3 2.150 -2.970 -2.484  0.11
C4 1.285 0.113 -1.305  0.27
H4 3.140 -2.490 -2.325  0.02
H5 2.043 -3.827 -1.785  0.02
H6 2.086 -3.338 -3.531  0.01
H7 -0.349 -0.226 -4.204  0.02
H8 -0.068 -1.951 -4.684  0.01
H9 -1.526 -1.507 -3.699  0.02
H10 2.330 0.180 -0.931  0.02
H11 1.057 0.922 -2.033  0.02
C5 -1.413 3.351 -0.663  0.00
Si1 -1.924 1.761 0.167  0.00
C6 -2.257 2.081 1.976  0.00
C7 -3.466 1.085 -0.637  0.00
H12 -0.498 3.743 -0.173  0.00
H13 -2.231 4.095 -0.569  0.00
H14 -1.206 3.158 -1.735  0.00
H15 -3.076 2.822 2.080  0.00
H16 -2.553 1.131 2.469  0.00
H17 -1.338 2.474 2.456  0.00
H18 -4.286 1.825 -0.544  0.00
H19 -3.266 0.883 -1.709  0.00
H20 -3.761 0.141 -0.132  0.00

[4]
Here is 2 unconnected molecules or ions with the total composition C7H20N6 at a distorted geometry from the OMol25 dataset. Energies are from ωB97M-V with the def2-TZVPD basis set.

relative energy (zero: lowest compared OMol25 entry of this formula, charge and spin): 1.607 eV
orbital gap: 9.331 eV
LUMO level: -6.19 eV
E_HOMO: -15.5 eV
total charge: +2

Each line ends with the Mulliken charge.
Cartesian coordinates (Å):
C1 -1.518 0.522 1.452  -0.70
C2 0.982 0.957 1.742  -0.92
C3 -1.311 0.756 -0.016  -0.73
C4 0.980 1.182 0.222  -0.57
C5 -0.432 1.054 2.315  -0.28
C6 0.211 -2.755 0.115  -0.16
C7 0.045 -0.254 -1.610  0.15
N1 1.313 -0.621 -3.710  -0.83
N2 1.076 -0.211 -2.427  0.21
N3 -0.035 -3.058 -2.106  -0.71
N4 -0.014 -2.324 -1.041  0.29
N5 -0.017 0.449 -0.485  0.06
N6 -0.719 2.584 2.587  -0.21
H1 -2.561 0.947 1.757  0.41
H2 -1.395 -0.575 1.619  0.21
H3 1.161 -0.125 1.883  0.36
H4 1.781 1.510 2.346  0.45
H5 -2.161 0.270 -0.591  0.41
H6 -1.430 1.864 -0.067  0.40
H7 0.779 2.225 0.049  0.42
H8 1.941 0.706 0.092  0.43
H9 -0.562 0.493 3.248  0.34
H10 0.199 -3.906 0.374  0.21
H11 0.208 -2.114 1.000  0.06
H12 1.908 -1.471 -3.825  0.27
H13 -0.873 -0.234 -2.104  0.50
H14 1.487 0.162 -4.346  0.25
H15 1.853 0.022 -1.831  0.13
H16 0.041 -4.121 -1.925  0.26
H17 -0.508 -2.729 -2.867  0.21
H18 -0.403 2.971 3.544  0.40
H19 -1.695 2.597 2.659  0.35
H20 -0.329 3.227 1.945  0.32

[5]
Here is 2 unconnected molecules or ions with the total composition C7H20NO4P2 at a distorted geometry from the OMol25 dataset. Energies are from ωB97M-V with the def2-TZVPD basis set.

orbital gap: 8.767 eV
LUMO level: -3.85 eV
E_HOMO: -12.6 eV
total charge: +1

Each line ends with the Mulliken charge.
Cartesian coordinates (Å):
C1 -0.251 1.555 3.329  -0.67
C2 2.340 -2.606 -0.684  -1.39
C3 -2.861 -2.497 -1.994  -1.17
C4 1.122 2.020 2.949  -0.33
C5 2.237 -1.151 -0.715  -0.19
C6 -1.845 -1.550 -2.575  -0.36
C7 -0.248 3.053 -0.637  -0.03
N1 -0.144 1.741 -0.694  0.18
O1 -1.216 -0.456 0.713  -0.49
O2 0.943 2.451 1.580  -0.33
O3 0.973 -0.662 -0.284  -0.03
O4 -1.121 -0.719 -1.654  -0.26
P1 0.082 3.766 1.037  -0.05
P2 -0.456 -1.482 -0.366  -0.02
H1 -0.991 2.309 3.057  0.34
H2 -0.590 0.619 2.865  -0.13
H3 -0.235 1.299 4.360  0.47
H4 3.369 -2.889 -0.818  0.40
H5 2.115 -3.060 0.207  0.44
H6 1.718 -3.231 -1.475  0.28
H7 -3.471 -1.906 -1.357  0.35
H8 -3.569 -2.829 -2.770  0.37
H9 -2.470 -3.415 -1.609  0.37
H10 1.764 1.258 2.952  0.35
H11 1.413 2.811 3.600  0.33
H12 2.557 -0.755 -1.679  0.28
H13 2.835 -0.631 -0.029  0.34
H14 -2.222 -0.733 -3.203  0.27
H15 -1.013 -1.953 -3.091  0.37
H16 -0.754 3.488 -1.555  0.41
H17 -1.019 -0.753 1.601  0.24
H18 0.184 1.188 0.177  0.33
H19 -0.314 1.149 -1.563  0.21
H20 1.140 4.570 0.326  0.11

[6]
Here is a molecular structure, C7H21MoN2O2PSb at a distorted geometry from the OMol25 dataset. Energies are from ωB97M-V with the def2-TZVPD basis set.

orbital gap (alpha / beta): 7.055 / 7.441 eV
LUMO level (alpha / beta): -13.59 / -13.16 eV
multiplicity: 3
E_HOMO (alpha / beta): -20.6 / -20.6 eV
total charge: +3
<S²>: 2.046

Each line ends with the Mulliken spin population.
Cartesian coordinates (Å):
Mo1 -0.306 -0.207 -0.117  2.32
N1 2.258 -0.221 -0.039  -0.01
N2 2.681 1.112 0.082  0.00
C1 1.798 2.097 0.263  0.01
O1 1.771 3.239 0.406  0.00
O2 0.375 1.360 0.202  -0.09
H1 2.606 -0.741 0.767  0.00
H2 2.689 -0.621 -0.871  0.00
H3 3.671 1.332 0.137  0.00
C2 -4.060 -0.436 0.398  0.01
P1 -2.728 0.308 -0.542  -0.12
C3 -2.866 2.104 -0.441  0.00
C4 -2.843 -0.193 -2.281  0.01
H4 -4.988 -0.089 -0.065  0.00
H5 -4.032 -0.102 1.435  0.01
H6 -4.022 -1.524 0.354  0.00
H7 -3.870 2.350 -0.802  0.00
H8 -2.130 2.602 -1.070  0.00
H9 -2.765 2.438 0.592  0.00
H10 -3.704 0.319 -2.724  0.00
H11 -3.000 -1.268 -2.364  0.00
H12 -1.972 0.101 -2.872  0.00
C5 -1.867 -3.923 -0.032  -0.01
Sb1 0.057 -3.045 0.016  -0.11
C6 0.953 -3.725 1.798  0.00
C7 1.143 -3.898 -1.575  -0.01
H13 -1.671 -4.989 0.093  0.00
H14 -2.347 -3.748 -0.991  0.00
H15 -2.470 -3.561 0.797  0.00
H16 0.885 -4.812 1.756  0.00
H17 0.405 -3.346 2.657  0.00
H18 1.996 -3.422 1.835  0.00
H19 1.056 -4.975 -1.430  0.00
H20 2.187 -3.600 -1.514  0.00
H21 0.709 -3.610 -2.529  0.00